# 1
Computed, not measured: the molecule C7H12 at a distorted geometry, with ωB97M-V with the def2-TZVPD basis set.

Calculated values
DFT total energy in eV: -7450.1812
SMILES: CC[C@]1(C)C=C1C
Energy above the lowest of the compared OMol25 structures with the same formula, charge and spin in kJ/mol: 313.6
Strongest force on any atom in eV/Å: 3.7

Each line ends with the Löwdin charge.
Atoms and positions in Å:
C  2.302  0.693  -0.217  -0.105
C  1.040  0.669  0.676  -0.192
C  0.052  -0.302  -0.035  -0.479
C  0.219  -1.776  0.006  -0.032
C  -0.583  0.225  -1.268  0.063
C  -1.349  0.144  -0.199  -0.234
C  -2.586  0.421  0.437  -0.046
H  2.532  -0.315  -0.355  0.035
H  3.070  1.432  0.222  0.104
H  2.007  0.946  -1.224  0.058
H  0.464  1.643  0.725  0.115
H  1.355  0.497  1.773  0.124
H  1.204  -2.021  0.085  0.037
H  -0.089  -2.163  -0.922  0.069
H  -0.439  -2.123  0.849  0.112
H  -0.459  0.383  -2.344  0.112
H  -2.698  -0.237  1.227  0.053
H  -3.378  0.383  -0.297  0.082
H  -2.665  1.499  0.860  0.127

Force components x, y, z for each atom (eV/Å):
C -0.684 2.680 1.380
C -0.273 0.410 0.577
C 0.172 1.113 0.885
C -2.110 0.551 1.748
C -1.245 0.219 0.091
C 2.261 1.018 -2.679
C -1.211 3.074 -0.062
H 1.552 -1.596 0.360
H -0.741 -1.618 -1.010
H -0.007 0.847 -0.317
H 0.976 -0.754 -0.246
H -0.690 -0.404 -1.613
H 2.797 -1.112 0.860
H -0.802 -0.778 -1.030
H 0.959 -0.418 -0.748
H -0.081 0.050 0.654
H -0.850 -1.317 1.674
H -0.505 -0.310 0.026
H 0.482 -1.657 -0.552

# 2
Computed, not measured: the molecule C7H12 at a distorted geometry, with ωB97M-V with the def2-TZVPD basis set.

Calculated values
DFT total energy in eV: -7450.8595
SMILES: CC1CC2(CC2)C1
Energy above the lowest of the compared OMol25 structures with the same formula, charge and spin in kJ/mol: 248.1
Strongest force on any atom in eV/Å: 3.8

Each line ends with the Löwdin charge.
Atoms and positions in Å:
C  0.847  0.357  -1.837  -0.080
C  -0.324  0.947  -1.076  -0.348
C  -1.266  -0.149  -0.508  -0.092
C  -0.380  -0.108  0.740  -0.403
C  -0.434  -0.819  1.990  -0.099
C  0.829  -1.338  0.971  -0.016
C  0.052  1.317  0.383  -0.092
H  0.505  -0.082  -2.778  0.078
H  1.317  -0.427  -1.236  0.062
H  1.593  1.127  -2.049  0.078
H  -0.813  1.736  -1.654  0.126
H  -2.299  0.235  -0.409  0.118
H  -1.297  -1.124  -0.996  0.111
H  -1.282  -1.493  2.141  0.093
H  -0.173  -0.262  2.894  0.093
H  0.763  -2.405  0.654  0.071
H  1.849  -1.191  1.396  0.070
H  1.095  1.534  0.621  0.111
H  -0.582  2.144  0.752  0.119

Force components x, y, z for each atom (eV/Å):
C 0.092 0.002 -0.151
C 0.017 0.132 -0.270
C 0.230 -0.331 -0.081
C 1.508 -1.114 -0.420
C 1.235 -1.086 -0.076
C -2.869 1.291 2.134
C 0.369 -0.178 0.015
H 0.106 0.055 -0.011
H -0.045 0.171 -0.227
H -0.028 -0.069 -0.084
H 0.045 -0.067 0.059
H 0.482 -0.189 0.447
H -0.040 0.122 -0.263
H 0.394 -0.004 -0.083
H 0.152 -0.288 -0.272
H -0.705 1.209 -0.206
H -1.032 0.792 -0.463
H 0.013 0.207 -0.216
H 0.074 -0.655 0.169

# 3
Computed, not measured: a cluster of 2 separate species, C7H12 in total, with ωB97M-V with the def2-TZVPD basis set.

Calculated values
DFT total energy in eV: -7448.3102
Energy above the lowest of the compared OMol25 structures with the same formula, charge and spin in kJ/mol: 494.1
Strongest force on any atom in eV/Å: 0.3

Each line ends with the Löwdin charge.
Atoms and positions in Å:
C  0.199  3.472  0.033  -0.046
C  -0.526  0.505  -0.429  -0.011
C  0.734  -0.168  -0.826  -0.131
C  -0.103  -1.206  -0.038  -0.461
C  -0.856  -2.389  -0.556  -0.076
C  0.323  -2.598  0.345  -0.062
C  -0.588  -0.094  0.925  -0.130
H  0.432  4.243  -0.703  0.019
H  1.138  3.060  0.416  0.021
H  -0.351  3.917  0.864  0.021
H  -0.420  2.698  -0.442  -0.016
H  0.909  -0.298  -1.896  0.102
H  1.665  -0.003  -0.267  0.116
H  -0.745  -2.629  -1.610  0.111
H  -1.850  -2.565  -0.153  0.111
H  1.252  -2.964  -0.085  0.108
H  0.147  -2.901  1.374  0.108
H  0.212  0.077  1.658  0.117
H  -1.573  -0.157  1.391  0.102

Force components x, y, z for each atom (eV/Å):
C -0.001 0.068 -0.008
C 0.047 -0.272 0.035
C 0.136 0.036 -0.186
C -0.040 -0.126 -0.028
C -0.135 -0.051 -0.102
C 0.126 -0.134 0.102
C -0.146 0.058 0.182
H -0.044 -0.044 0.066
H -0.170 -0.072 -0.099
H 0.019 -0.030 -0.094
H 0.219 0.204 0.150
H 0.001 0.029 0.171
H -0.164 0.024 0.003
H 0.001 0.070 0.175
H 0.176 0.057 -0.047
H -0.166 0.075 0.058
H 0.016 0.067 -0.177
H -0.043 0.021 -0.158
H 0.166 0.019 -0.042

# 4
Computed, not measured: a cluster of 2 separate species, C7H12 in total, with ωB97M-V with the def2-TZVPD basis set.

Calculated values
DFT total energy in eV: -7451.9590
SMILES: C/C=C1/C=CCC1.[H][H]
Energy above the lowest of the compared OMol25 structures with the same formula, charge and spin in kJ/mol: 142.1
Strongest force on any atom in eV/Å: 0.2

Each line ends with the Löwdin charge.
Atoms and positions in Å:
C  -2.170  -1.146  0.989  -0.098
C  -1.583  -0.416  -0.182  -0.127
C  -0.378  0.159  -0.226  -0.291
C  0.145  0.960  -1.344  -0.075
C  1.255  1.615  -0.990  -0.089
C  1.641  1.333  0.443  -0.182
C  0.703  0.171  0.842  -0.148
H  -3.152  -0.731  1.249  0.072
H  -2.324  -2.211  0.770  0.073
H  -1.532  -1.076  1.875  0.063
H  -2.217  -0.333  -1.066  0.104
H  -0.356  1.032  -2.306  0.110
H  1.802  2.311  -1.620  0.100
H  2.701  1.077  0.552  0.105
H  1.468  2.221  1.066  0.110
H  0.306  0.272  1.857  0.107
H  1.253  -0.779  0.803  0.101
H  1.376  -1.922  -1.494  0.029
H  1.061  -2.536  -1.216  0.037

Force components x, y, z for each atom (eV/Å):
C 0.027 -0.027 0.086
C 0.101 0.086 -0.044
C -0.130 -0.035 0.006
C 0.083 0.072 0.032
C -0.093 -0.068 -0.051
C 0.034 0.007 0.022
C -0.029 -0.023 0.093
H 0.137 -0.072 -0.037
H 0.030 0.143 0.003
H -0.087 -0.030 -0.142
H 0.094 0.015 0.112
H 0.084 0.003 0.139
H -0.083 -0.125 0.069
H -0.156 0.027 -0.022
H 0.026 -0.105 -0.095
H 0.048 0.014 -0.154
H -0.102 0.137 0.007
H -0.016 -0.052 0.009
H 0.033 0.032 -0.033

# 5
Computed, not measured: the molecule C7H12, with ωB97M-V with the def2-TZVPD basis set.

Calculated values
DFT total energy in eV: -7450.5817
SMILES: CC#CCCCC
Energy above the lowest of the compared OMol25 structures with the same formula, charge and spin in kJ/mol: 274.9
Strongest force on any atom in eV/Å: 0.8

Each line ends with the Löwdin charge.
Atoms and positions in Å:
C  -2.373  2.225  -0.091  -0.088
C  -2.381  0.878  -0.591  -0.113
C  -2.042  -0.239  -0.907  -0.039
C  -0.611  -0.549  -1.167  -0.244
C  0.128  -1.084  0.059  -0.225
C  1.531  -0.490  0.085  -0.291
C  2.404  -1.063  1.189  -0.122
H  -3.345  2.460  0.318  0.075
H  -2.105  2.943  -0.870  0.086
H  -1.621  2.285  0.705  0.090
H  -0.223  0.455  -1.400  0.104
H  -0.437  -1.132  -2.064  0.102
H  -0.405  -0.815  0.981  0.117
H  0.166  -2.178  0.032  0.114
H  1.444  0.601  0.199  0.109
H  1.998  -0.655  -0.896  0.112
H  1.959  -0.875  2.173  0.073
H  2.508  -2.147  1.070  0.073
H  3.404  -0.620  1.176  0.068

Force components x, y, z for each atom (eV/Å):
C -0.234 0.306 0.163
C -0.612 -0.362 0.193
C 0.112 0.748 0.014
C 0.473 0.031 -0.470
C 0.053 -0.079 -0.028
C 0.075 -0.012 -0.028
C 0.077 -0.050 0.069
H -0.209 0.455 0.200
H -0.187 -0.028 0.031
H -0.202 0.077 -0.012
H 0.459 -0.530 -0.050
H 0.023 -0.462 0.014
H 0.059 0.014 -0.228
H 0.054 0.061 0.026
H 0.032 -0.196 -0.017
H 0.021 0.009 0.138
H 0.084 -0.040 -0.117
H 0.028 0.137 0.054
H -0.105 -0.079 0.046